Record 1
The following is a quantum chemistry calculation of a structure of composition C11H26N3OP2Ti in a non-equilibrium geometry, from the Open Molecules 2025 dataset.

```
44
C11H26N3OP2Ti (the ωB97M-V functional and the def2-TZVPD basis)
Ti 0.0074 0.7279 -1.9970
P -0.2336 3.1600 -1.6364
P -0.0563 -0.2650 0.9911
O 0.5383 0.6102 -0.0962
N 0.7575 -1.6583 0.8796
N -1.6500 -0.6050 0.7440
N 0.2631 0.5694 2.3670
C 1.1066 1.7922 2.2805
C 0.2488 -0.1395 3.6593
C -2.3769 0.1675 -0.2663
C 0.8605 1.1349 -4.0518
C -0.3102 -0.7862 -3.4017
C 0.1489 -2.9365 1.1981
C -2.4799 -0.9791 1.9156
C 2.1976 -1.6289 0.6536
C 1.7413 0.7065 -3.0283
C -0.4242 0.4858 -4.0975
C 0.9688 -0.9369 -2.6566
H -0.0318 -3.0073 2.2822
H -3.4241 -0.1525 -0.2198
H -0.7690 -3.0529 0.5991
H 1.1055 1.8942 -4.8314
H -1.1903 -1.4404 -3.5151
H 0.5957 0.5714 4.4295
H 2.7883 1.1332 -3.0359
H -1.2215 3.8370 -0.8896
H 0.9720 -0.9841 3.6435
H 1.2223 2.1963 3.2904
H 2.1273 1.5577 1.9256
H -0.7691 -0.4896 3.9372
H 0.6535 2.5911 1.6561
H 0.8733 -3.7091 0.9342
H -3.5146 -1.0782 1.5520
H 2.6899 -0.9601 1.3899
H -0.1754 4.0309 -2.7651
H -2.3997 1.2588 -0.0656
H -1.3265 0.9071 -4.6211
H 2.5798 -2.6430 0.8238
H 1.3044 -1.9351 -2.2807
H -2.1847 -1.9712 2.3107
H -2.0984 -0.0461 -1.3440
H 0.9493 3.6224 -0.9905
H 2.4322 -1.3410 -0.3880
H -2.4959 -0.2085 2.7155
```

The calculation puts the HOMO-LUMO gap (spin up / spin down) at 2.11 / 5.12 eV. As for the HOMO energy (spin up / spin down): 0.593 / -2.376 eV. Its total charge is -1. Its multiplicity is 3. For the max |F|, the calculation gives 0.0501 hartree/bohr.

Löwdin atomic charge list, values in e, 2 entries:
1. Ti 0.254
2. P 0.715

Record 2
The following is a quantum chemistry calculation of a structure of composition C11H26N6RhSe in a non-equilibrium geometry, from the Open Molecules 2025 dataset.

```
45
C11H26N6RhSe (the ωB97M-V functional and the def2-TZVPD basis)
Rh 0.0553 0.1781 0.6790
Se 0.0847 0.2190 -1.8290
N 0.8859 -0.5212 -4.4671
N -1.1770 -1.6512 1.1739
N 2.1343 -0.5658 1.1973
N -1.5456 1.6747 1.2137
N -0.6901 1.0016 -4.4599
N 0.0768 0.1694 3.0018
C -0.6770 1.3643 3.4640
C -1.9276 1.5471 2.6494
C 0.0969 0.2361 -3.6475
C -0.4002 0.7300 -5.7427
C 0.5973 -0.2345 -5.7478
C -0.6265 -2.1889 2.4460
C -0.5533 -1.0927 3.4895
C 2.3434 -0.7239 2.6702
C 1.5044 0.2950 3.3876
C -1.6940 1.9888 -4.0134
C 1.9079 -1.4953 -4.0336
H 2.7581 0.1604 0.8494
H -1.5626 -0.8586 3.8278
H 1.8315 1.2969 3.1042
H -0.9110 1.2892 4.5285
H -2.3749 1.6153 0.6284
H 2.3739 -1.9047 -4.9234
H -0.8947 1.2153 -6.5709
H 2.6564 -0.9889 -3.4329
H 2.4163 -1.4150 0.7151
H -1.2093 2.7458 -3.4054
H 1.4331 -2.2937 -3.4723
H 1.0931 -0.7094 -6.5810
H -2.4757 1.4826 -3.4559
H -2.1550 -1.3974 1.2922
H 1.6269 0.2102 4.4706
H -2.5975 0.6930 2.7404
H -2.1200 2.4514 -4.8971
H -0.0331 2.2364 3.3392
H -2.4753 2.4219 2.9948
H -1.1614 2.6028 1.0441
H -1.2381 -3.0027 2.8347
H 3.3905 -0.5976 2.9369
H 2.0672 -1.7380 2.9472
H -1.1693 -2.3795 0.4647
H -0.0169 -1.4605 4.3671
H 0.3521 -2.6056 2.2223
```

The calculation puts the HOMO-LUMO gap (spin up / spin down) at 9.58 / 6.69 eV. As for the HOMO energy (spin up / spin down): -18.101 / -19.163 eV. Its total charge is +3. Its multiplicity is 5. For the max |F|, the calculation gives 0.0274 hartree/bohr.

Löwdin atomic charge list, values in e, 2 entries:
1. Rh 0.801
2. Se 0.924

Record 3
The following is a quantum chemistry calculation of a structure of composition C11H26NO9PS in a non-equilibrium geometry, from the Open Molecules 2025 dataset.

```
49
C11H26NO9PS (the ωB97M-V functional and the def2-TZVPD basis)
S 1.4317 -1.9157 2.5569
P 3.4279 -2.5053 0.6362
O 4.4584 -3.4571 1.3362
O 1.6146 -1.6933 3.9441
O 1.2680 -4.7765 8.1002
O -4.3114 2.8519 -4.4375
O 0.4427 -0.7323 2.0208
O 4.0299 -1.7715 -0.4352
O 2.2029 -3.3806 0.1795
O 2.9284 -1.5359 1.8617
O -0.3907 1.8403 -1.8441
N 0.9495 0.6055 2.0099
C 1.0196 1.1480 0.6611
C 2.1735 -3.5355 6.2858
C -1.3682 3.7626 -2.8393
C -4.6727 3.1702 -6.7633
C 3.5652 -5.2020 7.6712
C -6.5167 3.5294 -5.0048
C 2.2925 0.8231 -0.1186
C -1.6660 1.4028 -3.8022
C 2.2353 -4.5286 7.4207
C -5.0892 3.1536 -5.3135
C -1.0726 2.2878 -2.7396
H 0.9162 2.2214 0.7559
H -4.7956 4.1727 -7.1757
H -1.3765 0.3702 -3.6151
H -1.2970 1.7013 -4.7847
H -0.9872 4.1564 -3.7828
H -0.8846 4.2853 -2.0167
H -6.7165 4.5469 -5.3436
H 1.5892 -2.7728 -0.2728
H 3.8722 -5.7639 6.7876
H 2.4215 -4.0281 5.3450
H -5.2792 2.4657 -7.3342
H 2.2060 -0.1421 -0.6004
H 3.4709 -5.8876 8.5100
H 2.3641 1.5516 -0.9203
H -2.4448 3.9282 -2.7853
H 4.3239 -4.4546 7.9084
H -7.2004 2.8400 -5.5022
H 0.1868 0.7492 0.1084
H -3.6273 2.8814 -6.8432
H 4.6816 -3.0798 2.2046
H 1.1700 -3.1271 6.2130
H -6.6806 3.4761 -3.9313
H 2.8733 -2.7183 6.4651
H -2.7479 1.4797 -3.7809
H 1.8118 0.6907 2.5349
H 3.1972 0.9167 0.4702
```

The calculation puts the HOMO-LUMO gap at 9.41 eV. As for the HOMO energy: -9.032 eV. For the max |F|, the calculation gives 0.0364 hartree/bohr.

Löwdin atomic charge list, values in e, 2 entries:
1. S 0.932
2. P 0.227

Record 4
The following is a quantum chemistry calculation of a cluster of 3 separate species, C11H27BCl4N2S in total, from the Open Molecules 2025 dataset.

```
46
C11H27BCl4N2S (the ωB97M-V functional and the def2-TZVPD basis)
Cl -3.4715 -2.8344 -3.6526
Cl 2.8161 5.3105 1.7483
Cl 4.3080 2.2536 1.7753
Cl -0.6082 -2.5962 -1.8693
S 1.5792 0.2105 -0.2969
N 0.1193 3.0817 0.6557
N -4.0153 -1.2784 1.5716
C -3.4296 0.0122 -0.4429
C -1.9783 0.4339 -0.1807
C -1.3916 -4.1004 -2.4152
C 3.0158 -0.8171 0.1304
C -2.0643 -3.9286 -3.7553
C 4.3309 3.4422 0.4436
C 0.8591 0.6023 1.3205
C 2.7552 -1.9926 1.0741
C -3.8035 -1.3493 0.1243
C -1.7632 1.2802 1.1005
C 4.3527 4.8601 0.9602
B -0.2588 1.7097 1.0618
H 5.2337 3.2512 -0.1333
H 0.4482 -0.3015 1.7738
H -4.7902 -0.6638 1.7999
H 4.4935 5.5456 0.1266
H -2.4488 2.1335 1.1133
H -3.6327 0.0180 -1.5186
H 1.6501 1.0197 1.9547
H 0.9779 3.3525 1.1429
H -2.4337 -4.8904 -4.1061
H -0.6191 -4.8639 -2.4864
H 3.4749 -2.0195 1.8941
H 3.7966 -0.1622 0.5190
H -4.2562 -2.1895 1.9460
H 3.4546 3.2529 -0.1720
H 5.1463 4.9994 1.6893
H -2.9635 -2.0357 -0.0410
H 0.4386 3.0678 -0.3152
H 1.7619 -1.9386 1.5261
H 3.3389 -1.1724 -0.8509
H -4.6567 -1.7710 -0.4272
H 2.8048 -2.9513 0.5543
H -1.3747 -0.4772 -0.0991
H -2.1164 -4.3836 -1.6554
H -1.5854 0.9723 -1.0505
H -4.1033 0.7666 -0.0111
H -2.0106 0.6486 1.9615
H -1.3807 -3.5074 -4.4879
```

The calculation puts the HOMO-LUMO gap at 8.91 eV. As for the HOMO energy: -8.271 eV. For the max |F|, the calculation gives 0.0125 hartree/bohr. The SMILES is CCSCB(N)CCCCN.ClCCCl.ClCCCl.

Löwdin atomic charge list, values in e, 2 entries:
1. Cl 0.539
2. Cl 0.565